Entry 1:
26
Properties=species:S:1:pos:R:3:forces:R:3 method="wB97M-V/def2-TZVPD" homo_energy_ev=-9.66 gap_ev=9.99 multiplicity=1
C 1.32157 0.02199 -2.31828 3.38 -0.15 -0.47
C 1.28166 -0.10039 -0.82637 -1.64 1.57 1.05
O 1.55381 -1.04024 -0.11950 0.31 -0.78 -0.37
N 0.73340 1.04801 -0.21140 -0.28 -0.92 -1.35
C 0.73020 2.31072 -0.92966 -0.26 -0.66 -0.11
C 0.23010 0.95501 1.13849 0.39 0.85 0.92
C -1.01489 1.88490 1.45506 2.53 0.07 0.34
O -2.02079 1.84057 0.81868 -0.36 -0.05 -0.27
H 2.37154 0.42277 -2.60394 -1.69 -0.07 0.42
H 1.34801 -0.91106 -2.84428 -0.32 -0.85 0.25
H 0.54978 0.61740 -2.73238 -0.54 0.60 -0.25
H 1.66976 2.58214 -1.35727 1.01 -0.14 -0.09
H 0.46727 3.11800 -0.30138 -0.49 0.75 0.83
H 0.05767 2.27149 -1.76121 -0.76 0.25 -0.41
H -0.23376 0.00517 1.44228 0.63 -0.37 -0.63
H 1.15159 1.09457 1.75592 -1.25 0.22 0.55
H -0.83332 2.56733 2.33287 -0.58 -0.35 -0.39
O -1.68611 -0.51254 -1.51282 -1.00 -0.14 1.47
H -2.36306 -1.01446 -0.97647 0.48 0.69 -1.28
H -1.55839 0.24907 -0.91476 -0.02 0.13 -0.49
O -1.51345 -2.42915 0.35004 -0.10 0.54 1.28
H -1.18210 -1.66086 -0.15985 0.27 -1.48 -0.33
H -1.65604 -3.24379 -0.13521 0.37 0.37 -0.57
O 0.99739 -2.78771 2.31452 -0.13 0.46 -0.12
H 0.24997 -2.64960 1.71729 -0.27 -0.37 -0.01
H 1.54451 -2.03952 2.04866 0.31 -0.15 0.03

***

Entry 2:
23
Properties=species:S:1:pos:R:3:forces:R:3 method="wB97M-V/def2-TZVPD" homo_energy_ev="1.02 / -5.31" gap_ev="2.05 / 8.33" multiplicity=2 total_charge=-1
C -1.70795 -0.72771 -0.45600 -1.37 3.97 0.98
C -0.76240 -1.79051 -0.66366 5.11 0.11 1.72
S -0.92323 -3.32562 0.25869 -2.20 -1.30 -2.95
C -1.29811 0.50644 0.50403 1.90 -1.83 0.14
N 0.10490 0.87608 0.21634 -0.06 0.97 -0.44
C 0.82764 1.44821 1.36312 -0.05 -2.28 -0.31
C 0.29285 1.67441 -1.04929 0.22 0.37 0.94
H -1.96197 -0.19619 -1.37073 -0.25 -0.44 -0.43
H -2.58758 -1.08827 0.01611 -1.17 -0.47 0.00
H 0.31587 -1.50576 -0.29752 -1.95 0.11 0.26
H -0.30253 -1.74927 -1.62952 -0.73 -1.37 -1.39
H -0.26526 -3.08373 1.29913 1.64 0.96 2.11
H -1.91723 1.40451 0.42343 -0.54 -0.30 -0.17
H -1.36222 0.09138 1.55011 0.24 0.66 -0.79
H 1.91458 1.50327 1.12548 -0.83 0.61 0.06
H 0.79537 0.64048 2.15390 -0.21 1.11 -0.36
H 0.30690 2.35230 1.62188 0.41 0.82 0.84
H 0.36478 0.92260 -1.79424 0.19 -0.57 -1.29
H 1.30291 2.19170 -0.99564 -1.33 -0.46 -0.11
H -0.52841 2.38355 -1.43408 0.86 -0.67 1.17
H 3.08724 -1.18956 -0.57810 2.37 -0.33 -2.36
H 1.88783 -0.31568 -0.27517 -1.11 1.76 -0.88
O 2.41601 -1.02263 0.01173 -1.16 -1.41 3.29

***

Entry 3:
23
Properties=species:S:1:pos:R:3:forces:R:3 method="wB97M-V/def2-TZVPD" homo_energy_ev=-8.94 gap_ev=9.91 multiplicity=1
C 3.36027 0.71218 -0.26727 -2.55 -2.60 -2.32
C 2.24343 -0.16654 -0.98440 2.61 -1.34 0.68
O 1.36223 -0.65868 -0.03116 2.12 0.11 -1.83
Si 0.21855 -0.48845 1.02235 -3.36 0.30 -1.02
N -0.43496 -2.04335 1.02038 -3.01 -0.76 -0.24
C -1.41938 0.69291 0.28661 3.43 1.29 -1.78
C -2.66192 0.37090 0.97909 -1.55 -1.68 1.75
C -1.67920 0.66957 -1.31701 1.08 -0.31 0.96
H 2.70693 1.45591 0.04652 -0.15 2.28 0.74
H 3.65625 0.12791 0.54721 1.18 -0.63 1.13
H 4.03952 0.88619 -1.06720 1.03 0.83 0.05
H 2.72063 -1.02898 -1.59433 -0.86 1.12 1.14
H 1.76460 0.46575 -1.66598 -1.01 0.88 -1.21
H 0.76961 -0.37775 2.34655 0.27 0.97 0.70
H -0.03186 -2.94676 1.09181 0.79 -0.32 0.24
H -1.40065 -2.18639 0.68562 0.87 0.29 0.29
H -1.12976 1.78887 0.37369 -0.27 -1.17 0.64
H -2.80529 1.06374 1.82406 -0.64 -0.08 -0.49
H -3.45072 0.36068 0.18105 -0.01 0.16 1.43
H -2.64215 -0.66101 1.51872 -0.21 1.50 -1.18
H -2.28530 -0.23632 -1.52292 0.63 0.38 -0.34
H -0.63868 0.62420 -1.75117 -1.38 -0.03 -0.26
H -2.26212 1.57542 -1.72222 0.97 -1.20 0.93

***

Entry 4:
24
Properties=species:S:1:pos:R:3:forces:R:3 method="wB97M-V/def2-TZVPD" homo_energy_ev=-8.23 gap_ev=9.03 multiplicity=1
C 2.05279 0.01436 1.93409 0.71 -1.84 2.91
C 1.39060 -1.06307 1.49003 0.22 0.38 0.61
Si 0.27966 -0.81883 -0.00475 -1.95 2.16 -2.08
C -0.01989 -2.25791 -1.15680 -0.40 -1.25 2.59
O 1.03168 0.36368 -0.87429 0.25 -1.08 0.47
Si 1.57294 1.61141 -1.73571 1.34 -0.58 0.90
N -1.40084 0.13232 -0.10894 2.37 -1.68 1.33
C -1.24295 1.53958 0.20824 -0.99 0.45 -0.65
C -2.56587 -0.46536 0.55575 1.45 -0.44 -1.62
H 2.66743 0.08437 2.93795 -1.12 -0.51 -2.25
H 1.94618 0.89644 1.43083 -0.07 2.42 -1.17
H 1.56990 -1.95867 2.07334 -0.47 -0.31 -0.18
H 0.90655 -2.61805 -1.58502 0.08 -0.33 -0.03
H -0.58066 -3.06951 -0.57139 1.06 0.70 -0.82
H -0.70749 -1.95841 -1.89672 -0.63 0.59 -1.05
H 0.46607 2.60631 -1.87043 0.48 -0.11 -0.55
H 2.17688 0.85661 -2.91996 -0.31 1.15 0.21
H 2.64955 2.16467 -0.74447 -0.61 0.06 -1.21
H -1.48358 1.81171 1.22031 0.29 -0.10 1.02
H -0.24069 1.83405 -0.05852 -0.15 0.44 0.35
H -1.96128 2.19383 -0.34862 0.44 -0.60 -0.18
H -2.84800 -1.33125 -0.02999 -0.57 -0.12 -0.30
H -2.36716 -0.86573 1.51889 0.04 0.13 1.40
H -3.29182 0.29744 0.53617 -1.45 0.46 0.32

***

What energy above the lowest of the compared OMol25 structures with the same formula, charge and spin values result from the calculations? In sequence: 158.1; 206.5; 197.2; 0.0 kJ/mol.